No. 1
Molecular formula: C2H8NS2
Method: DFT, ωB97M-V/def2-TZVPD

Structure (XYZ):
```
13
Properties=species:S:1:pos:R:3
N -0.5932 -1.5248 0.6227
C -1.2292 -0.4408 -0.2644
C -0.4093 0.7927 -0.0263
S 1.4551 0.7393 -0.5780
S 3.3088 1.5829 -0.3300
H -0.3992 -2.4518 0.2448
H -1.1650 -1.7180 1.4560
H 0.2606 -1.0901 0.9841
H -2.2058 -0.1368 0.0820
H -1.1265 -0.9458 -1.2254
H -0.7777 1.5447 -0.7274
H -0.3277 1.0669 1.0232
H 3.2091 2.5816 -1.2614
```

## Properties
* E_tot: -25355.670 eV
* total charge: +1
* LUMO: -4.411 eV
* Kohn-Sham gap: 8.1 eV

natural (NBO) population analysis, charges in e, atoms 1 to 4: N -0.691; C -0.231; C -0.512; S -0.119


No. 2
Molecular formula: C2H8NS2
Method: DFT, ωB97M-V/def2-TZVPD

Structure (XYZ):
```
13
Properties=species:S:1:pos:R:3
S -1.8962 -0.3792 1.2209
S -3.5895 -1.4519 1.7098
H -2.2642 0.0493 0.0011
H -4.2235 -0.4388 2.3202
C 0.7504 0.8826 -1.2942
C 2.2400 -0.5194 0.0262
N 1.1658 0.1395 -0.0995
H 0.5626 1.9125 -1.0103
H -0.1655 0.4349 -1.6778
H 1.5406 0.8314 -2.0394
H 2.9428 -0.5502 -0.7990
H 2.4319 -1.0375 0.9573
H 0.5047 0.1269 0.6849
```

## Properties
* E_tot: -25356.744 eV
* total charge: +1
* LUMO: -5.112 eV
* Kohn-Sham gap: 7.9 eV

natural (NBO) population analysis, charges in e, atoms 1 to 4: S -0.218; S -0.040; H 0.129; H 0.145


No. 3
Molecular formula: C2H8O
Method: DFT, ωB97M-V/def2-TZVPD

Structure (XYZ):
```
11
Properties=species:S:1:pos:R:3
C -1.1444 -0.1577 0.4566
C -0.8985 -1.5086 -0.2069
H -1.4250 0.6354 -0.2365
H -0.2514 0.1852 0.9842
H -1.9008 -0.0832 1.2411
H -1.6308 -2.2568 0.0964
H -1.1009 -1.4576 -1.2766
H 0.1167 -1.8228 -0.0057
O 1.9557 1.5634 -0.2061
H 1.8290 1.2046 -1.0790
H 1.1302 1.4005 0.2576
```

## Properties
* E_tot: -4250.925 eV
* LUMO: 0.967 eV
* Kohn-Sham gap: 12.5 eV

natural (NBO) population analysis, charges in e, atoms 1 to 4: C -0.618; C -0.623; H 0.206; H 0.187


No. 4
Molecular formula: C2H8O
Method: DFT, ωB97M-V/def2-TZVPD

Structure (XYZ):
```
11
Properties=species:S:1:pos:R:3
C -1.5608 -0.3094 -0.0625
C -1.3053 0.3325 -1.3922
H -2.1455 -1.2347 -0.1450
H -2.1843 0.2429 0.6389
H -0.6159 -0.5530 0.4164
H -0.6513 1.1974 -1.2745
H -0.8446 -0.3426 -2.1210
H -2.2114 0.6119 -1.9385
O 3.8474 -0.3432 2.1385
H 3.6590 -0.1110 1.2345
H 4.0126 0.5093 2.5053
```

## Properties
* E_tot: -4250.988 eV
* LUMO: 0.818 eV
* Kohn-Sham gap: 12.5 eV

natural (NBO) population analysis, charges in e, atoms 1 to 4: C -0.610; C -0.609; H 0.202; H 0.205


No. 5
Molecular formula: C2H8O2
Method: DFT, ωB97M-V/def2-TZVPD

Structure (XYZ):
```
12
Properties=species:S:1:pos:R:3
C -1.2787 0.4611 -0.3683
C -1.7751 1.8939 -0.4825
O -2.2773 2.1744 -1.8136
H -1.0237 0.0486 -1.3452
H -0.3398 0.3555 0.1950
H -1.9749 -0.2304 0.1071
H -1.0235 2.6484 -0.2741
H -2.6349 2.0127 0.1740
H -2.9235 1.4921 -2.0192
O 4.6281 -3.8042 2.1714
H 4.7777 -2.9079 2.5065
H 4.4022 -4.2689 2.9875
```

## Properties
* E_tot: -6298.139 eV
* LUMO: 0.976 eV
* Kohn-Sham gap: 11.3 eV

natural (NBO) population analysis, charges in e, atoms 1 to 4: C -0.657; C -0.069; O -0.722; H 0.221


No. 6
Molecular formula: C2H8O2
Method: DFT, ωB97M-V/def2-TZVPD

Structure (XYZ):
```
12
Properties=species:S:1:pos:R:3
C -1.4674 0.9370 -1.6273
O -0.8089 0.1424 -2.5329
H -0.7781 1.1974 -0.8340
H -2.3727 0.3964 -1.1562
H -1.8648 1.8544 -2.1460
H -0.0516 -0.3587 -2.2109
C 1.2254 -1.1200 1.6829
O 0.8041 0.2198 1.4718
H 0.7502 -1.6926 0.9073
H 0.7544 -1.4249 2.6075
H 2.2929 -0.8567 1.8397
H 1.5163 0.7056 1.9982
```

## Properties
* E_tot: -6296.760 eV
* LUMO: 0.668 eV
* Kohn-Sham gap: 10.6 eV

natural (NBO) population analysis, charges in e, atoms 1 to 4: C -0.236; O -0.737; H 0.178; H 0.147


No. 7
Molecular formula: C2H8O2
Method: DFT, ωB97M-V/def2-TZVPD

Structure (XYZ):
```
12
Properties=species:S:1:pos:R:3
C -2.0396 0.1434 0.2119
O -1.1882 -0.5426 -0.5455
H -3.1144 0.1347 -0.2269
H -2.2198 -0.2233 1.2540
H -1.8389 1.1965 0.3538
H -0.2295 -0.3678 -0.3099
C 1.9821 0.3114 -0.1081
O 1.0692 -0.7551 0.3553
H 1.3521 1.1735 -0.3039
H 2.8616 0.5083 0.5176
H 2.3060 0.1892 -1.1750
H 1.0592 -1.7682 -0.0233
```

## Properties
* E_tot: -6296.603 eV
* LUMO: 0.654 eV
* Kohn-Sham gap: 10.0 eV

natural (NBO) population analysis, charges in e, atoms 1 to 4: C -0.226; O -0.759; H 0.156; H 0.136


No. 8
Molecular formula: C2H8O3
Method: DFT, ωB97M-V/def2-TZVPD

Structure (XYZ):
```
13
Properties=species:S:1:pos:R:3
C 1.0298 -1.5737 -0.4682
C 0.8381 -0.3277 -0.8346
O 0.5163 -0.0774 -2.1582
H 1.2258 -1.9672 0.5234
H 0.7511 -2.3821 -1.1264
H 0.8286 0.5884 -0.2516
H -0.4262 -0.1184 -2.3430
O 0.0305 2.4913 0.9353
H 0.5210 2.7529 1.7172
H 0.2584 1.5876 0.6929
O -1.9480 -0.7754 1.8089
H -1.1099 -1.2377 1.6734
H -2.5146 -1.2888 1.2200
```

## Properties
* E_tot: -8344.568 eV
* LUMO: 0.549 eV
* Kohn-Sham gap: 10.8 eV

natural (NBO) population analysis, charges in e, atoms 1 to 4: C -0.466; C 0.155; O -0.727; H 0.203


No. 9
Molecular formula: C2H8O3PS
Method: DFT, ωB97M-V/def2-TZVPD

Structure (XYZ):
```
15
Properties=species:S:1:pos:R:3
C -0.3796 2.6118 -0.0802
C -0.0484 -1.5759 1.5320
O 0.8666 -1.0261 -2.0592
O 0.5842 1.6643 -0.6052
O -0.1622 -0.2744 0.8354
P 0.9371 0.2051 -0.2132
S 2.8614 -0.2187 0.3797
H 0.1015 3.5978 -0.1550
H -0.7412 2.2814 0.8926
H -1.3129 2.7150 -0.7124
H -1.0851 -1.6471 2.0468
H 0.7955 -1.4191 2.2923
H -0.1855 -2.4548 0.8392
H 0.3052 -0.4795 -2.6204
H 3.2257 0.7010 -0.4418
```

## Properties
* E_tot: -28461.653 eV
* total charge: +1
* LUMO (alpha / beta): -5.354 / -5.354 eV
* Kohn-Sham gap (alpha / beta): 9.9 / 9.9 eV

natural (NBO) population analysis, charges in e, atoms 1 to 4: C -0.258; C -0.311; O -0.836; O -0.813


No. 10
Molecular formula: C2H8O4
Method: DFT, ωB97M-V/def2-TZVPD

Structure (XYZ):
```
14
Properties=species:S:1:pos:R:3
H 0.6160 -0.8291 0.8973
O 1.4668 -1.5811 0.3893
O -0.2311 -0.0605 1.2390
H 1.0257 -2.4149 0.6105
H 1.4480 -1.4895 -0.5808
C -0.1417 0.9581 0.4109
O 0.7614 1.0695 -0.4075
C -1.2455 1.9487 0.5322
H -2.1284 1.2881 0.6115
H -1.1770 2.4648 1.4935
H -1.4888 2.6210 -0.2681
O -0.4793 -1.5877 -1.8005
H -0.8369 -1.3111 -2.6506
H -1.0947 -1.1318 -1.2092
```

## Properties
* E_tot: -10393.774 eV
* LUMO: 0.365 eV
* Kohn-Sham gap: 9.9 eV

natural (NBO) population analysis, charges in e, atoms 1 to 4: H 0.491; O -0.851; O -0.757; H 0.500


No. 11
Molecular formula: C2H8O4
Method: DFT, ωB97M-V/def2-TZVPD

Structure (XYZ):
```
14
Properties=species:S:1:pos:R:3
C 1.8192 -0.0994 -0.5905
C 0.3087 -0.2122 -0.5875
O -0.3685 0.7803 -0.4525
O -0.1518 -1.3912 -1.0085
H 2.0200 0.8429 -1.0815
H 2.2191 -0.0251 0.4289
H 2.3336 -0.9443 -1.0246
H -1.0142 -1.2063 -1.4474
O -2.4963 -0.3406 -2.0456
H -2.0810 0.4435 -1.6533
H -3.4127 -0.3507 -1.7606
O -0.1233 0.8172 3.6966
H 0.3922 0.7662 4.5104
H 0.5551 0.9196 3.0162
```

## Properties
* E_tot: -10394.217 eV
* LUMO: 0.655 eV
* Kohn-Sham gap: 11.3 eV

natural (NBO) population analysis, charges in e, atoms 1 to 4: C -0.725; C 0.804; O -0.637; O -0.691


No. 12
Molecular formula: C2H8OS
Method: DFT, ωB97M-V/def2-TZVPD

Structure (XYZ):
```
12
Properties=species:S:1:pos:R:3
S 2.8402 -0.7814 -2.1554
H 3.9781 -1.2153 -2.7812
H 3.5285 -0.1429 -1.2233
C -1.2311 0.2603 -0.0761
O -0.8905 -1.1134 -0.3504
C -1.4078 0.5120 1.4437
H -0.3494 0.9896 -0.1973
H -2.1026 0.7294 -0.6594
H -0.2276 -1.1772 0.3627
H -0.4225 0.4449 2.0038
H -1.6070 1.6377 1.6832
H -2.1083 -0.1437 1.9496
```

## Properties
* ⟨S²⟩: 0.75
* E_tot: -15084.218 eV
* multiplicity: 2
* total charge: -1
* LUMO (alpha / beta): 3.568 / 3.571 eV
* Kohn-Sham gap (alpha / beta): 2.5 / 9.0 eV

natural (NBO) population analysis, charges in e, atoms 1 to 4: S -0.803; H 0.028; H 0.022; C -0.148


No. 13
Molecular formula: C2H8P4
Method: DFT, ωB97M-V/def2-TZVPD

Structure (XYZ):
```
14
Properties=species:S:1:pos:R:3
C -1.5598 -0.3350 0.4691
C -1.3888 1.1016 0.1306
P 0.3096 1.7826 0.3741
P 1.6983 0.2797 -0.8197
P 3.6772 0.6128 0.0498
P 2.3105 -1.0788 0.6407
H -0.7881 -1.0608 0.1645
H -1.3711 -0.5182 1.5046
H -2.4994 -0.6225 0.2794
H -1.9469 1.8497 0.7722
H -1.7202 1.5004 -0.7726
H 2.4107 -0.2395 -2.1558
H 3.1060 1.5495 0.9844
H 2.7074 -2.0731 -0.4135
```

## Properties
* E_tot: -39355.125 eV
* LUMO: -0.531 eV
* Kohn-Sham gap: 6.5 eV

natural (NBO) population analysis, charges in e, atoms 1 to 4: C -0.624; C -0.739; P 0.064; P 0.051


No. 14
Molecular formula: C2H8S2
Method: DFT, ωB97M-V/def2-TZVPD

Structure (XYZ):
```
12
Properties=species:S:1:pos:R:3
C -0.8393 -2.6505 -1.5409
C 0.3228 -1.8396 -1.0019
H -0.6765 -3.6777 -1.8414
H -1.7630 -2.5039 -0.9697
H -1.2627 -2.1722 -2.4476
H 0.3120 -1.5880 0.0550
H 0.4483 -0.8755 -1.5020
H 1.2297 -2.3922 -1.2775
S 1.5372 5.1593 2.3033
S 0.0351 3.7877 1.7097
H 1.0716 5.0683 3.5298
H -0.4152 3.6844 2.9831
```

## Properties
* E_tot: -23873.253 eV
* LUMO: 0.136 eV
* Kohn-Sham gap: 8.7 eV

natural (NBO) population analysis, charges in e, atoms 1 to 4: C -0.628; C -0.620; H 0.212; H 0.208


No. 15
Molecular formula: C2H8S3
Method: DFT, ωB97M-V/def2-TZVPD

Structure (XYZ):
```
13
Properties=species:S:1:pos:R:3
C -0.7117 1.8387 0.2857
S 0.9665 1.3363 0.6944
S 0.6583 -0.0337 2.1881
C 0.5523 -1.5767 1.2637
H -1.3755 0.9907 0.1455
H -1.1364 2.4972 1.0364
H -0.6680 2.3927 -0.6513
H 1.5104 -1.8517 0.8280
H 0.2440 -2.3630 1.9547
H -0.1972 -1.5172 0.4786
S 0.2689 -1.0872 -3.0094
H -0.4202 -0.8393 -1.8889
H 0.3085 0.2132 -3.3256
```

## Properties
* E_tot: -34709.397 eV
* LUMO: 0.659 eV
* Kohn-Sham gap: 9.7 eV

natural (NBO) population analysis, charges in e, atoms 1 to 4: C -0.759; S 0.093; S 0.093; C -0.753


No. 16
Molecular formula: C2H9BDyN2O4S
Method: DFT, ωB97M-V/def2-TZVPD

Structure (XYZ):
```
20
Properties=species:S:1:pos:R:3
C 2.0722 -1.5590 0.0438
N 2.1300 -0.3690 0.9161
C 2.2996 0.9361 0.2515
O 1.3044 1.8143 0.7901
S 0.0499 2.1351 -0.3339
O -0.9579 2.8935 0.4047
O -0.6209 0.6009 -0.7207
B -1.7831 0.3226 0.0417
N -3.0361 -0.1300 -0.7368
O -1.8794 0.4125 1.4174
H 1.3474 -2.2546 0.5046
H 1.7935 -1.3034 -0.9915
H 3.0377 -2.1129 0.0499
H 1.2131 -0.3070 1.3831
H 3.2755 1.3887 0.5214
H 2.2293 0.8983 -0.8509
H -2.9333 0.2185 -1.7099
H -3.0575 -1.1598 -0.8187
H -2.0678 -0.4468 1.8084
Dy -4.4169 -1.9778 -1.9703
```

## Properties
* ⟨S²⟩: 9.74
* E_tot: -48952.781 eV
* multiplicity: 6
* total charge: +3
* LUMO (alpha / beta): -13.650 / -13.488 eV
* Kohn-Sham gap (alpha / beta): 6.3 / 6.5 eV

Mulliken population analysis, charges in e, atoms 1 to 4: C -0.666; N 0.195; C -0.447; O -0.349


No. 17
Molecular formula: C2H9BNO2
Method: DFT, ωB97M-V/def2-TZVPD

Structure (XYZ):
```
15
Properties=species:S:1:pos:R:3
C 1.0188 1.2956 0.0282
C 0.1126 0.1255 -0.5380
N 0.7221 -1.1744 0.0273
B -1.5087 -0.0083 -0.0481
O -2.2424 1.1152 0.1051
O -1.8936 -1.2806 -0.0402
H 0.9855 1.2915 1.1433
H 2.0073 1.0106 -0.2096
H 0.6543 2.1620 -0.3063
H 0.2432 0.2921 -1.5624
H 1.4636 -1.4585 -0.6046
H -0.0014 -1.8392 0.0331
H 1.0542 -0.9118 1.0227
H -3.0380 1.0671 0.6933
H -2.6312 -1.6918 0.4624
```

## Properties
* E_tot: -8477.009 eV
* total charge: +1
* LUMO: -3.575 eV
* Kohn-Sham gap: 12.4 eV

natural (NBO) population analysis, charges in e, atoms 1 to 4: C -0.582; C -0.336; N -0.688; B 1.098


No. 18
Molecular formula: C2H9ClN3
Method: DFT, ωB97M-V/def2-TZVPD

Structure (XYZ):
```
15
Properties=species:S:1:pos:R:3
C -0.1030 -0.0555 2.0514
C 0.5987 0.0254 -0.2258
N 1.4765 0.0138 -1.1816
N -1.0665 0.7374 -2.3663
N 0.9130 0.1354 1.0546
Cl -0.8043 -0.6761 -3.4332
H -0.2170 0.8430 2.5262
H -1.0212 -0.3396 1.5510
H 0.0445 -0.8389 2.7360
H -0.3788 -0.1085 -0.6114
H 2.4703 0.1063 -1.3991
H 1.0546 -0.0843 -2.0345
H -2.0170 0.5509 -2.0241
H -0.8340 1.5537 -2.9167
H 1.8437 0.1845 1.4156
```

## Properties
* E_tot: -19204.813 eV
* total charge: +1
* LUMO: -3.267 eV
* Kohn-Sham gap: 10.7 eV

natural (NBO) population analysis, charges in e, atoms 1 to 4: C -0.407; C 0.400; N -0.714; N -0.851


No. 19
Molecular formula: C2H9FN3P
Method: DFT, ωB97M-V/def2-TZVPD

Structure (XYZ):
```
16
Properties=species:S:1:pos:R:3
H -0.2163 -1.1064 2.8005
N -0.5926 -1.6860 2.0866
P -0.6246 -1.2876 0.5736
N -1.2931 -1.9713 -0.7084
H -1.9466 -2.6305 -0.2277
N 0.1800 0.0444 0.2048
C 0.6657 0.9348 1.2236
C 0.1121 0.4125 -1.1980
H 1.2855 1.7228 0.8397
H -0.0670 1.6480 1.7048
H 1.1589 0.3707 1.9672
H 0.2530 -0.4968 -1.8955
H -0.7188 0.9660 -1.5500
H 0.9967 1.0346 -1.3716
F -1.3449 -1.2476 -3.3423
H -1.1610 -1.1962 -2.4758
```

## Properties
* E_tot: -18695.622 eV
* LUMO: 0.374 eV
* Kohn-Sham gap: 10.3 eV

natural (NBO) population analysis, charges in e, atoms 1 to 4: H 0.394; N -1.259; P 2.091; N -1.261


No. 20
Molecular formula: C2H9N
Method: DFT, ωB97M-V/def2-TZVPD

Structure (XYZ):
```
12
Properties=species:S:1:pos:R:3
N -5.6101 -3.5476 0.5707
H -5.5343 -4.2195 -0.1910
H -4.9090 -3.9928 1.1586
H -6.4926 -3.4620 1.0523
C 3.0694 1.3644 0.2154
C 2.6917 2.3982 -0.8150
H 2.9928 0.3837 -0.2444
H 2.1651 1.4149 0.8786
H 3.9020 1.5271 0.8667
H 2.0349 3.2808 -0.5180
H 3.5530 2.9175 -1.3511
H 2.1372 1.9354 -1.6229
```

## Properties
* ⟨S²⟩: 0.75
* E_tot: -3707.781 eV
* multiplicity: 2
* total charge: -1
* LUMO (alpha / beta): 3.027 / 2.975 eV
* Kohn-Sham gap (alpha / beta): 1.4 / 8.1 eV

natural (NBO) population analysis, charges in e, atoms 1 to 4: N -1.706; H 0.274; H 0.267; H 0.291